# C20H19AlBrF4O4

A molecular structure, C20H19AlBrF4O4 at a distorted geometry (wB97M-V/def2-TZVPD, OMol25).

```
49
Properties=species:S:1:pos:R:3
C 1.580 2.528 3.463
C 0.160 1.788 3.750
O 0.425 0.698 4.669
C -0.494 1.345 2.352
O 0.411 1.421 1.214
C -0.097 0.749 0.085
C -1.569 0.325 -0.153
C -2.057 -0.436 -1.444
C -3.610 -0.880 -1.585
C -3.596 -2.495 -1.718
C -2.975 -3.248 -0.445
Br -4.365 -3.886 0.864
C -1.040 -0.766 -2.592
C 0.446 -0.341 -2.352
C 0.932 0.395 -1.044
C 2.503 0.740 -0.896
O 2.924 1.824 -0.416
C 3.483 -0.429 -1.433
C 4.782 -0.874 -0.725
C 5.614 -2.062 -1.340
C 5.160 -2.819 -2.642
C 3.840 -2.334 -3.353
C 3.002 -1.148 -2.751
C 1.617 -0.650 -3.422
O 1.484 -0.484 -4.659
H 2.328 1.723 3.106
H 1.443 3.358 2.680
H 1.919 2.982 4.465
H -0.537 2.520 4.293
H 0.045 -0.150 4.353
H -1.386 2.042 2.158
H -0.868 0.267 2.434
H -2.349 0.531 0.655
H -4.090 -0.454 -2.546
H -4.223 -0.542 -0.666
H -2.995 -2.846 -2.634
H -4.692 -2.835 -1.835
H -2.218 -2.642 0.154
H -2.456 -4.212 -0.818
H -1.313 -1.285 -3.568
H 5.074 -0.333 0.234
H 6.579 -2.371 -0.794
H 5.737 -3.706 -3.082
H 3.450 -2.823 -4.321
F -3.661 2.599 2.660
Al -3.603 4.365 2.461
F -1.986 4.952 2.902
F -4.816 5.121 3.512
F -3.942 4.779 0.769
```

Calculated values
Spin multiplicity ... 1
Lowest unoccupied orbital energy ... 0.6 eV
Strongest force on any atom ... 4.7 eV Å⁻¹
Charge ... -1

These are the natural (NBO) partial charges, in e, on atoms 1 to 8: number 1, C, carries -0.64; number 2, C, carries 0.08; number 3, O, carries -0.74; number 4, C, carries -0.12; number 5, O, carries -0.49; number 6, C, carries 0.38; number 7, C, carries -0.30; number 8, C, carries 0.04